[1]
C7H6Cl2FeN2NdO3 | ωB97M-V with the def2-TZVPD basis set

ORCA input file:
```
! RIJCOSX wB97M-V def2-TZVPD def2/J DEFGRID3
* xyz 4 9
Nd 0.54260 0.58100 -0.67288
Fe -0.00678 -0.54898 -4.41608
Cl -0.75646 2.75122 -0.72753
Cl -0.85811 -1.18761 -2.48519
O 1.18657 -2.92649 -5.67794
O 0.82710 2.11008 -5.45169
O 2.59582 3.46385 0.56675
N -0.79686 -1.01951 3.18069
N -0.16921 -0.57807 1.13435
C -0.53766 -0.04637 2.32054
C -0.57417 -2.25892 2.56795
C 0.84160 -1.83615 -5.42389
C -0.18312 -1.99127 1.29428
C 0.44394 1.07929 -5.03809
C 2.16590 2.44968 0.21725
C -0.70081 1.39058 2.66580
H -0.07035 1.62570 3.53571
H -0.43204 2.03759 1.82542
H 0.06868 -2.62621 0.45626
H -1.75693 1.57693 2.91246
H -1.11542 -0.85011 4.14057
H -0.71430 -3.19622 3.07528
*
```

As for the total energy: -91140.6697 eV. The calculation puts the LUMO energy (spin up / spin down) at -15.3956 / -18.1763 eV. The HOMO energy (spin up / spin down) comes out at -0.8820 / -0.8838 Ha.

[2]
C3H5FS2 | ωB97M-V with the def2-TZVPD basis set

ORCA input file:
```
! RIJCOSX wB97M-V def2-TZVPD def2/J DEFGRID3
* xyz 0 1
S 0.44660 -0.71244 -2.07238
S 2.16854 -1.02768 0.34881
F -0.41535 -0.91162 1.73970
C 0.80190 -0.74097 -0.34546
C -0.67016 1.12608 0.56839
C -0.53810 -0.37192 0.45705
H 1.69693 -0.95538 -2.43906
H 0.21429 1.51658 1.10400
H -1.37768 -0.82716 -0.07061
H -1.55196 1.38077 1.16080
H -0.77501 1.52374 -0.45125
*
```

As for the structure (SMILES): C[C@H](F)C(=S)S. As for the total energy: -27579.3938 eV. The calculation puts the LUMO energy at -0.1874 eV. The HOMO energy comes out at -0.3274 Ha.

[3]
C22H32N6O3PS | ωB97M-V with the def2-TZVPD basis set

ORCA input file:
```
! RIJCOSX wB97M-V def2-TZVPD def2/J DEFGRID3
* xyz -1 1
S -6.35601 -0.49602 -1.36532
P -4.57590 -1.02175 -2.00220
O -4.60602 -1.63437 -3.52490
O -4.22987 -2.42794 -1.19095
O -2.40611 -0.12824 -2.94295
N -8.26414 -3.27443 -4.34686
N 1.34687 0.89296 2.99713
N 5.52973 0.43703 1.30389
N 1.52857 3.25735 5.93887
N -3.43090 0.08819 -1.91610
N 2.34555 1.46659 -2.72722
C -1.16100 -0.31621 -2.32403
C 2.27122 1.93084 7.54858
C 7.17568 0.19103 2.76198
C 4.07550 2.20059 -1.56267
C 1.60736 0.33368 0.87205
C 3.14493 3.04649 7.43451
C 3.67895 1.27781 -2.49880
C 1.28350 2.09100 6.61446
C 5.27898 -0.72455 1.97437
C 2.92765 2.96582 -1.21137
C 6.68100 1.00396 1.77496
C -9.25122 -3.10047 -6.31831
C 1.87843 2.48614 -1.94844
C -7.66227 -4.19153 -5.16120
C 0.48614 -0.36807 1.39175
C -0.66474 -1.75495 -2.44580
C 2.66001 3.84562 6.43381
C 6.28282 -0.90939 2.88893
C -9.22780 -2.60224 -5.04154
C 2.11157 1.10414 1.88244
C -8.25421 -4.11134 -6.39487
C 0.35219 -0.00417 2.70495
H -1.21441 -0.03275 -1.27084
H 1.77964 0.93240 -3.36291
H 4.23320 0.51649 -3.02048
H 0.84119 2.77334 -1.97751
H 0.95918 3.62910 5.19993
H 1.50543 1.31694 3.89368
H -9.80676 -1.82558 -4.57258
H 8.07372 0.36703 3.33089
H -0.33344 -1.98852 -3.45947
H 0.43077 1.47885 6.37209
H -1.47066 -2.44248 -2.18450
H -5.48120 -2.00939 -3.67261
H -3.57326 -2.92081 -1.69450
H 4.94261 0.81664 0.57884
H 7.05013 1.93232 1.37301
H 4.40536 -1.31109 1.74577
H 6.36550 -1.73659 3.57408
H -9.90289 -2.77078 -7.11051
H 1.99621 0.29245 -0.13337
H -6.86623 -4.81895 -4.79814
H -7.99622 -4.70489 -7.25630
H 2.95043 1.77932 1.89671
H 5.07914 2.32021 -1.18486
H 2.87814 3.76820 -0.49431
H -8.01900 -3.09562 -3.38625
H 3.02469 4.77542 6.03246
H -0.36866 -0.30090 3.44758
H 0.16560 -1.94137 -1.75612
H -0.44112 0.35696 -2.81860
H -0.15432 -1.05124 0.85859
H 4.03054 3.23692 8.01725
H 2.36026 1.10478 8.23386
*
```

As for the total energy: -58540.9434 eV. The calculation puts the LUMO energy at 2.1109 eV. The HOMO energy comes out at -0.1471 Ha.

[4]
C10H28Br4N2O3V | ωB97M-V with the def2-TZVPD basis set

ORCA input file:
```
! RIJCOSX wB97M-V def2-TZVPD def2/J DEFGRID3
* xyz 0 2
Br 0.84497 4.31110 1.62495
Br 4.36602 4.92817 -0.50669
Br 4.22424 2.63178 2.83162
Br 1.28908 2.49962 -1.97084
V 2.85271 2.90404 0.39299
O -1.48820 0.92232 2.64416
O 2.13378 1.51471 0.69766
O 2.00300 -1.37312 1.38919
N 1.72465 -2.40545 -1.23996
N -3.03265 1.73783 0.20635
C 0.76210 -1.25439 -0.95754
C -2.18395 2.98953 0.09008
C 3.03284 -1.94490 -1.77865
C -2.14926 0.51282 0.36239
C -3.85110 1.57499 -1.04127
C -0.99807 0.74154 1.32531
C 1.84785 -3.33596 -0.03257
C 1.03324 -3.24591 -2.26931
C -3.95322 1.76117 1.40645
C 2.54230 -2.63758 1.12578
H 1.37174 -0.42708 -0.59165
H 0.10874 -3.67082 -1.88845
H -3.55524 2.35407 2.22257
H 2.85914 -1.39904 -2.70370
H -4.02157 0.72305 1.71824
H -2.66166 -0.43109 0.52714
H -0.20037 1.39137 0.93846
H -4.41910 2.49455 -1.16007
H 2.54292 -3.30180 2.00101
H -1.46022 2.77659 -0.69582
H -2.85818 3.77501 -0.23919
H 2.41590 -4.20859 -0.34897
H -4.44098 0.66411 -1.03570
H -4.96481 2.05734 1.13631
H -0.40134 -0.18492 1.35116
H 0.83222 -3.61180 0.24053
H 3.63437 -2.53018 1.08841
H -3.15037 1.56330 -1.87627
H 3.53578 -1.36732 -1.00747
H 0.91614 -2.63415 -3.15980
H 1.66429 -4.10003 -2.52084
H -1.66443 0.45232 -0.61845
H -1.03404 0.31828 3.23137
H 3.67979 -2.77439 -2.06570
H -1.78162 3.09586 1.09207
H 0.40966 -0.93732 -1.93722
H 1.67345 -1.35470 2.29224
H -0.03055 -1.56494 -0.29031
*
```

As for the total energy: -325803.6344 eV. The calculation puts the LUMO energy (spin up / spin down) at -1.0005 / -1.0003 eV. The HOMO energy (spin up / spin down) comes out at -0.2524 / -0.2524 Ha.

[5]
C12H16BrCl2CoN | ωB97M-V with the def2-TZVPD basis set

ORCA input file:
```
! RIJCOSX wB97M-V def2-TZVPD def2/J DEFGRID3
* xyz -1 5
Br -5.47740 -0.03005 1.66906
Co -0.46849 0.45840 -1.42698
Cl -0.66904 1.99532 0.10098
Cl -3.04733 -0.26566 -2.85580
N -1.65180 -0.72070 0.21212
C 2.32266 -0.47475 1.00226
C 3.27939 1.63883 -0.06644
C -3.38761 -1.97747 2.01737
C -1.72695 0.84992 -2.88768
C -2.12232 -2.47344 1.77542
C -3.74926 -0.78931 1.38374
C 1.62593 -0.72894 -0.28492
C -1.27547 -1.80508 0.88453
C 2.28048 1.49104 -1.22711
C 1.70343 0.08351 -1.32388
C -2.84981 -0.16481 0.50424
C 2.73054 0.99987 1.20152
H 3.47740 1.10412 1.99462
H -0.26461 -2.17628 0.71957
H -1.75845 -3.38376 2.26466
H 1.12242 -1.70429 -0.37808
H -0.98524 0.51498 -3.63350
H 2.69405 1.84943 -2.17154
H 1.43951 2.16834 -0.99207
H -2.04419 1.87638 -3.07689
H 3.49972 2.70407 0.08202
H 4.22049 1.15718 -0.34109
H 3.23260 -1.07731 1.15298
H -4.10086 -2.46779 2.67328
H -3.08208 0.79356 0.05767
H 1.85420 1.57432 1.50427
H 1.63166 -0.72117 1.81816
H 1.54644 -0.29849 -2.35248
*
```

As for the total energy: -146906.9834 eV. The calculation puts the LUMO energy (spin up / spin down) at 2.8217 / 2.7967 eV. The HOMO energy (spin up / spin down) comes out at -0.0206 / -0.1762 Ha.

[6]
C5H12 | ωB97M-V with the def2-TZVPD basis set

ORCA input file:
```
! RIJCOSX wB97M-V def2-TZVPD def2/J DEFGRID3
* xyz 0 1
C -1.49463 -1.55263 2.21216
C -2.99319 -1.59126 1.59246
C -0.41396 -0.88244 1.24221
C 2.06854 2.37465 -2.38582
C 3.24199 1.95373 -3.01671
H 1.37540 2.94796 -3.06683
H -1.48230 -1.23436 3.29343
H -0.04584 -1.76731 0.53829
H -1.10862 -2.61277 2.31898
H 1.96082 2.28725 -1.33137
H 4.25336 1.91237 -2.50210
H -3.42450 -0.55289 1.63454
H -2.94189 -1.87941 0.54680
H -0.95386 -0.03588 0.58987
H 3.12229 1.61648 -4.03911
H -3.64192 -2.09575 2.25669
H 0.43458 -0.39798 1.89502
*
```

As for the structure (SMILES): C=C.CCC. As for the total energy: -5376.8199 eV. The calculation puts the LUMO energy at 1.0897 eV. The HOMO energy comes out at -0.3423 Ha.

What is the formula in the third record? C22H32N6O3PS

Among the records above, which one has the highest total energy? C5H12

What is the total energy in the third record? -58540.9434 eV